Entry from the Open Molecules 2025 dataset: a 2-piece molecular cluster, C9H13ClN overall (ωB97M-V/def2-TZVPD).

```
24
Properties=species:S:1:pos:R:3:lowdin_charge:R:1
C -0.73934 1.19893 -2.70957 -0.048
C 0.52373 0.71291 -2.61399 -0.023
C -1.55669 1.37016 -1.60601 -0.010
C 0.99095 0.25257 -1.40274 0.041
C -1.09657 0.88870 -0.40279 -0.079
C 1.77224 -1.04922 1.10290 -0.051
C 0.02309 0.65337 2.27473 0.000
C -1.01826 -2.19060 0.75064 -0.523
C 0.60218 -0.05278 1.00278 -0.251
N 0.21637 0.44337 -0.22349 -0.011
Cl -2.55035 -1.63680 0.52364 0.709
H -1.19697 1.55224 -3.57141 0.106
H 1.21488 0.91341 -3.49412 0.160
H -2.45802 1.93084 -1.76730 0.131
H 1.97603 -0.13752 -1.17871 0.126
H -1.55597 1.43674 0.41130 0.117
H 1.61431 -1.55277 2.07466 0.094
H 2.86575 -0.58576 1.11070 0.143
H 1.90150 -1.67172 0.30859 0.029
H -0.69588 1.41073 1.91183 0.063
H -0.41620 -0.05200 2.96397 0.079
H 0.81899 1.24407 2.84613 0.123
H -0.52272 -2.35022 1.78081 0.072
H -0.71305 -2.72867 -0.09256 0.001
```

The value obtained for the energy relative to the best compared isomer or geometry (same formula, charge and spin) is 230.5 kJ/mol. The HOMO energy (spin up / spin down) is -11.8 / -11.8 eV. The electronic energy is -865.27888 Ha. The maximum force is 0.0899 Eh/bohr. The multiplicity is 1. The LUMO energy (spin up / spin down) comes out at -0.1539 / -0.1870 hartree. The charge is +1. The gap between HOMO and LUMO (spin up / spin down) is 7.62 / 6.74 eV.